A single C7H13NO molecule. Source: the Open Molecules 2025 dataset; level of theory: ωB97M-V/def2-TZVPD.

Geometry as XYZ:
```
22
Properties=species:S:1:pos:R:3:lowdin_charge:R:1
C -0.6304 0.7154 -1.5656 -0.232
C -0.6684 1.6616 0.7062 -0.022
C -0.1908 -1.0424 1.9348 -0.056
N -0.0400 0.7054 -0.2113 -0.175
C 1.3015 0.2150 0.0967 -0.170
C 0.1245 -0.9200 0.4651 -0.363
C 2.3548 0.4871 -0.6564 0.046
C -0.0981 -1.9874 -0.3575 -0.052
O -1.9253 0.1907 -1.5391 -0.036
H -1.8415 -0.7371 -1.2538 0.070
H -0.7046 1.7529 -1.9006 0.131
H 0.0346 0.1509 -2.2231 0.126
H -0.4982 2.6615 0.3083 0.094
H -1.7412 1.4610 0.7633 0.100
H -0.2068 1.5956 1.6860 0.089
H -0.1033 -2.0863 2.2321 0.083
H -1.2135 -0.7165 2.1423 0.083
H 0.4924 -0.4600 2.5526 0.078
H 2.3514 1.2840 -1.3979 0.064
H 3.2973 -0.0042 -0.4579 0.055
H 0.1584 -1.9660 -1.4061 0.046
H -0.2526 -2.9611 0.0817 0.041
```

Values from the calculation:
molecular weight = 127.187 g mol⁻¹
LUMO = 0.028 hartree
E_HOMO = -6.69 eV
energy relative to the best compared isomer or geometry (same formula, charge and spin) = 125.2 kcal per mole


A single C7H13NO molecule. Source: the Open Molecules 2025 dataset; level of theory: ωB97M-V/def2-TZVPD.

Geometry as XYZ:
```
22
Properties=species:S:1:pos:R:3:lowdin_charge:R:1
C -0.0424 -1.3613 -0.2060 -0.138
C -1.2434 -0.8632 0.6531 -0.103
C 0.8465 -0.1169 -0.5332 -0.577
C -1.3545 0.5846 0.0564 -0.755
C 1.6287 -0.1874 -1.8446 -0.009
C 1.7322 0.2768 0.6923 -0.013
C -1.9447 1.4476 1.1679 0.003
N -0.0077 1.0232 -0.3313 0.285
O -1.8472 0.5199 -1.1799 0.043
H 0.6328 -2.1153 0.0775 0.085
H -0.4344 -1.7675 -1.2510 0.145
H -2.2361 -1.3864 0.6029 0.127
H -0.8813 -1.0477 1.7487 0.133
H 1.6138 0.7506 -2.2051 0.037
H 1.1567 -0.8994 -2.6214 0.120
H 2.6142 -0.6094 -1.6645 0.079
H 1.2854 0.1516 1.6872 0.085
H 2.2612 1.2574 0.4075 0.117
H 2.5704 -0.5675 0.6091 0.133
H -2.9242 0.9076 1.4526 0.130
H -2.1451 2.3420 0.7848 0.029
H -1.2809 1.6607 1.8972 0.043
```

Values from the calculation:
molecular weight = 127.187 g mol⁻¹
LUMO (alpha / beta) = -0.054 / -0.054 hartree
E_HOMO (alpha / beta) = -9.33 / -9.33 eV
energy relative to the best compared isomer or geometry (same formula, charge and spin) = 127.1 kcal per mole


A single C7H13NO molecule. Source: the Open Molecules 2025 dataset; level of theory: ωB97M-V/def2-TZVPD.

Geometry as XYZ:
```
22
Properties=species:S:1:pos:R:3:lowdin_charge:R:1
C 0.1565 1.0233 1.5291 -0.081
C -0.2732 0.8690 0.1269 -0.366
C 0.2437 1.7515 -0.9759 -0.052
C 0.6365 0.3050 -1.0203 -0.236
C 1.7940 -0.6256 -0.6052 -0.112
N 0.8584 -1.2679 0.4180 -0.104
C -0.5852 -1.5983 -0.1221 -0.094
C -1.3751 -0.2795 0.2311 -0.421
O -2.3640 -0.2400 -0.6859 -0.054
H -0.4734 1.6365 2.0909 0.048
H 1.2359 1.2975 1.5762 0.097
H -0.0848 0.0093 2.1462 0.125
H -0.4043 2.3308 -1.7412 0.119
H 0.9235 2.6204 -0.6261 0.126
H -0.0122 -0.2610 -1.6378 0.072
H 2.6414 -0.0895 -0.0518 0.129
H 2.2216 -1.2877 -1.2841 0.074
H 1.3192 -2.2299 0.4944 0.114
H -0.8101 -2.5173 0.4003 0.098
H -0.7996 -1.5758 -1.4138 0.188
H -1.8616 -0.2686 1.2716 0.151
H -2.9872 0.3980 -0.1205 0.179
```

Values from the calculation:
molecular weight = 127.187 g mol⁻¹
LUMO = 0.030 hartree
E_HOMO = -8.57 eV
energy relative to the best compared isomer or geometry (same formula, charge and spin) = 144.1 kcal per mole
SMILES = C[C@@]12C[C@H]1CNC[C@@H]2O


A single C7H13NO2 molecule. Source: the Open Molecules 2025 dataset; level of theory: ωB97M-V/def2-TZVPD.

Geometry as XYZ:
```
23
Properties=species:S:1:pos:R:3:lowdin_charge:R:1
H 2.6169 3.0187 0.7183 0.049
N 2.4711 2.1436 1.2797 0.070
C 1.2580 1.7483 0.8779 -0.269
O 0.5225 0.5641 1.1768 -0.105
C -0.7333 -0.0277 0.4134 -0.295
C -0.0264 -0.9280 -0.5950 -0.464
C 1.0698 -1.7658 0.1309 -0.021
C 0.5511 0.0576 -1.6666 0.018
O -0.9595 -1.9243 -1.1617 -0.048
C -1.9997 -0.2064 1.1670 -0.087
C -1.9251 0.8179 0.1641 -0.098
H 0.5580 2.4479 0.3272 0.130
H 0.7940 -2.3226 1.1154 0.127
H 1.8318 -1.1459 0.5912 0.073
H 1.4619 -2.5029 -0.5022 0.054
H 0.8127 0.9777 -1.0888 0.063
H 1.4155 -0.2718 -2.1763 0.076
H -0.2621 0.3490 -2.2599 0.068
H -0.4202 -2.6001 -1.6725 0.120
H -1.9138 -0.0828 2.3125 0.154
H -2.7181 -1.0208 0.9990 0.120
H -2.5264 0.8985 -0.8141 0.159
H -1.8789 1.7757 0.6640 0.107
```

Values from the calculation:
molecular weight = 143.186 g mol⁻¹
LUMO = 0.029 hartree
E_HOMO = -9.96 eV
energy relative to the best compared isomer or geometry (same formula, charge and spin) = 113.8 kcal per mole
SMILES = [H]/N=C/OC1(C(C)(C)O)CC1


A 2-piece molecular cluster, C7H13NO2 overall. Source: the Open Molecules 2025 dataset; level of theory: ωB97M-V/def2-TZVPD.

Geometry as XYZ:
```
23
Properties=species:S:1:pos:R:3:lowdin_charge:R:1
C -0.8553 -1.3362 2.5819 0.157
C -0.1084 -0.4202 2.3760 -0.046
C 0.7413 0.7280 2.1220 -0.596
N 2.0615 0.4148 2.1548 0.170
O 0.3213 1.8499 1.9663 0.076
H -1.5036 -2.1431 2.7647 0.029
H 2.3767 -0.5370 2.1826 0.100
H 2.7151 1.1377 1.9010 0.117
C 1.1546 -1.2756 -0.7451 -0.110
O 0.4631 -0.0936 -0.4525 -0.206
C -0.7785 0.0442 -1.1343 -0.449
C -1.6513 1.0157 -0.3478 -0.042
C -0.5703 0.5441 -2.5660 -0.046
H 0.5773 -2.1579 -0.4511 0.089
H 1.4039 -1.3565 -1.8087 0.084
H 2.0812 -1.2481 -0.1684 0.078
H -1.2738 -0.9419 -1.1595 0.141
H -1.1746 1.9913 -0.3159 0.085
H -1.7785 0.6681 0.6712 0.057
H -2.6280 1.1015 -0.8198 0.082
H 0.0074 1.4616 -2.5508 0.085
H -1.5350 0.7430 -3.0257 0.079
H -0.0460 -0.1896 -3.1748 0.067
```

Values from the calculation:
molecular weight = 143.186 g mol⁻¹
LUMO = 0.031 hartree
E_HOMO = -9.69 eV
energy relative to the best compared isomer or geometry (same formula, charge and spin) = 69.9 kcal per mole
SMILES = C#CC(N)=O.COC(C)C


A single C7H13NO2S molecule. Source: the Open Molecules 2025 dataset; level of theory: ωB97M-V/def2-TZVPD.

Geometry as XYZ:
```
24
Properties=species:S:1:pos:R:3:lowdin_charge:R:1
C -3.9434 -0.1100 -0.2032 -0.079
C -2.5527 0.6000 -0.1133 -0.262
C -1.3102 -0.2829 -0.2716 -0.226
C 0.0425 0.4340 -0.0240 -0.179
C 1.0639 -0.7118 0.0100 -0.168
C 2.4391 -0.0917 -0.2243 -0.257
C 2.9025 0.9445 0.9397 -0.625
S 3.4855 2.3461 0.4940 0.742
N 3.5839 -1.1153 -0.2050 -0.418
O 4.0705 -1.3942 -1.2581 0.103
O 3.8477 -1.5570 0.8607 0.095
H -4.1954 -0.1663 0.8424 0.069
H -3.9334 -0.9295 -0.8425 0.051
H -4.5742 0.6512 -0.5742 0.051
H -2.5133 1.3700 -0.9236 0.109
H -2.5418 1.2150 0.7745 0.096
H -1.5097 -0.9578 0.5475 0.112
H -1.2823 -0.9010 -1.1055 0.091
H 0.2439 1.1949 -0.7341 0.099
H -0.1805 1.0457 0.9116 0.140
H 1.0009 -1.2407 0.9393 0.121
H 0.8572 -1.4531 -0.6676 0.094
H 2.2818 0.3650 -1.2331 0.148
H 2.7175 0.7450 2.0605 0.095
```

Values from the calculation:
molecular weight = 175.253 g mol⁻¹
LUMO = -0.021 hartree
E_HOMO = -9.14 eV
energy relative to the best compared isomer or geometry (same formula, charge and spin) = 120.0 kcal per mole
SMILES = CCCCC[C@@H](C=S)[N+](=O)[O-]


A single C7H13NO4 molecule. Source: the Open Molecules 2025 dataset; level of theory: ωB97M-V/def2-TZVPD.

Geometry as XYZ:
```
25
Properties=species:S:1:pos:R:3:lowdin_charge:R:1
C 1.9978 -1.3560 -0.4349 -0.015
C 1.1946 -0.1048 -0.0857 -0.504
C 1.4144 1.1300 -0.9084 -0.011
O 1.6668 0.3278 1.1782 0.003
C -0.2977 -0.6924 -0.1079 -0.429
O -0.3631 -1.3401 1.1462 -0.015
O -0.5669 -1.6152 -1.1152 0.048
C -1.4690 0.4844 -0.1713 -0.410
C -1.4567 1.2400 1.2270 0.027
O -1.5248 1.4431 -1.1894 0.028
C -2.6231 -0.3643 -0.2627 -0.177
N -3.4729 -1.1283 -0.2347 0.211
H 1.7248 -2.1213 0.2066 0.062
H 1.7774 -1.8259 -1.4507 0.128
H 3.0135 -1.1623 -0.3010 0.071
H 2.6228 1.2206 -1.1823 0.166
H 1.2665 1.9571 -0.2339 0.069
H 0.7431 1.2934 -1.7139 0.063
H 2.1930 -0.3612 1.5584 0.089
H -1.3253 -1.6432 1.4290 0.177
H -1.4189 -2.0270 -1.0524 0.082
H -0.7004 2.0408 1.0850 0.091
H -1.0819 0.6739 2.0398 0.066
H -2.3608 1.7468 1.5944 0.097
H -0.9532 2.1841 -1.0200 0.083
```

Values from the calculation:
molecular weight = 175.184 g mol⁻¹
LUMO = 0.023 hartree
E_HOMO = -10.11 eV
energy relative to the best compared isomer or geometry (same formula, charge and spin) = 47.0 kcal per mole
SMILES = CC(C)(O)C(O)(O)[C@@](C)(O)C#N


An isolated ion of composition C7H13NOP and charge +1. Source: the Open Molecules 2025 dataset; level of theory: ωB97M-V/def2-TZVPD.

Geometry as XYZ:
```
23
Properties=species:S:1:pos:R:3:lowdin_spin:R:1
C 0.1731 -0.6605 -0.0688 0.329
C 0.1882 1.1229 -1.8518 0.016
C 1.0959 -2.7044 2.2568 0.583
C -0.6879 0.0907 -1.0159 0.045
C -0.5182 -1.3175 0.9178 0.406
C 0.9271 1.9666 -0.8209 0.057
C -1.9729 0.8856 -0.5167 0.011
N -0.0457 -2.2424 1.9218 0.270
O 1.4378 -0.8865 -0.4244 0.149
P 1.6290 1.6191 0.6066 0.010
H 0.9405 0.7189 -2.6500 0.005
H -0.4643 1.8264 -2.4088 0.002
H 1.2937 -3.1989 3.1205 0.043
H 1.9006 -2.2263 1.6520 0.028
H -1.2203 -0.5451 -1.8289 0.029
H -1.6169 -1.1351 0.9875 0.009
H 0.8779 3.0780 -1.2318 0.003
H -1.6958 1.5702 0.3071 0.000
H -2.8382 0.2338 -0.2702 0.000
H -2.1855 1.6082 -1.3215 0.000
H 1.7299 -0.2250 -1.0817 0.001
H -0.8166 -2.4310 2.5495 0.001
H 1.8686 2.8524 1.1717 0.004
```

Values from the calculation:
net charge = +1
molecular weight = 158.161 g mol⁻¹
LUMO (alpha / beta) = -0.129 / -0.263 hartree
⟨S²⟩ = 2.01
E_HOMO (alpha / beta) = -10.44 / -13.12 eV
spin multiplicity = 3


A single C7H13NOS2 molecule. Source: the Open Molecules 2025 dataset; level of theory: ωB97M-V/def2-TZVPD.

Geometry as XYZ:
```
24
Properties=species:S:1:pos:R:3:lowdin_charge:R:1
C -1.2754 -2.2777 1.1003 -0.254
C -2.3781 0.1657 0.1367 -0.393
C -1.4777 0.9858 -0.8077 -0.290
C -0.0036 0.8228 -0.9905 -0.233
C 0.8023 1.1877 0.3121 -0.228
C 2.2893 0.9599 0.3968 -0.244
C 3.6312 -0.8918 -0.2836 -0.481
H -1.7677 -3.3834 1.3208 0.096
H -1.3493 -1.5969 2.0124 0.033
H -0.1524 -2.1506 0.7145 0.081
H -3.3838 0.5915 0.0715 0.081
H -2.1176 0.2901 1.2268 0.086
H -1.8398 1.0279 -1.9022 0.137
H -1.8182 2.0422 -0.5707 0.125
H 0.3136 -0.1915 -1.4739 0.138
H 0.3160 1.5489 -1.7389 0.105
H 0.7517 2.3411 0.3579 0.130
H 0.2095 0.8664 1.3099 0.142
H 2.6316 1.5663 -0.4557 0.121
H 2.6758 1.5091 1.2838 0.132
N 2.6364 -0.4757 0.3364 0.041
O -1.6801 -1.9047 -1.5647 -0.565
S -2.4111 -1.5757 -0.2665 0.846
S 5.3972 -1.4574 -0.5255 0.392
```

Values from the calculation:
molecular weight = 191.321 g mol⁻¹
LUMO = -0.006 hartree
E_HOMO = -8.81 eV
energy relative to the best compared isomer or geometry (same formula, charge and spin) = 91.4 kcal per mole


A 2-piece molecular cluster, C7H13NOS2 overall. Source: the Open Molecules 2025 dataset; level of theory: ωB97M-V/def2-TZVPD.

Geometry as XYZ:
```
24
Properties=species:S:1:pos:R:3:lowdin_charge:R:1
C 0.2421 -0.7454 0.2892 -0.769
C -3.8549 0.2321 -0.0469 -0.161
C -3.3220 -0.3712 -1.3055 -0.131
C -2.7470 -0.7596 -0.0033 -0.355
C 2.1018 1.4397 -0.5054 -0.114
C 3.2029 -0.7048 0.0915 -0.159
C 2.5059 0.4612 0.5137 -0.132
N -1.0849 0.0655 2.1529 -0.182
O -1.0754 1.4813 0.1614 -0.365
S 0.2182 -2.3453 0.0006 0.645
S -1.1700 0.1133 0.6434 0.528
H -3.5933 1.2973 0.2291 0.121
H -4.7666 -0.1973 0.4632 0.126
H -3.9508 -1.2032 -1.8612 0.151
H -2.7132 0.2995 -1.9364 0.114
H -2.7549 -1.5820 0.5675 0.054
H 2.8512 2.1231 -0.6223 0.057
H 1.1586 1.9290 -0.1533 0.077
H 1.7284 0.9462 -1.4058 0.093
H 4.3041 -0.6011 0.3763 0.128
H 3.0888 -0.8015 -0.9986 0.096
H 2.8527 -1.5686 0.5831 0.031
H 2.7146 0.8393 1.5410 0.138
H -1.7237 -0.5536 2.6067 0.011
```

Values from the calculation:
molecular weight = 191.321 g mol⁻¹
LUMO (alpha / beta) = -0.026 / -0.018 hartree
E_HOMO (alpha / beta) = -7.59 / -7.67 eV
energy relative to the best compared isomer or geometry (same formula, charge and spin) = 159.3 kcal per mole


A 2-piece molecular cluster, C7H13O2 overall. Source: the Open Molecules 2025 dataset; level of theory: ωB97M-V/def2-TZVPD.

Geometry as XYZ:
```
22
Properties=species:S:1:pos:R:3:lowdin_spin:R:1
C 1.7669 -0.4749 0.2495 0.070
C -0.1474 0.0263 1.1016 0.657
C -0.0016 0.8355 -0.2455 0.055
C 3.0700 -1.1853 0.1856 0.008
C -2.2813 -1.7820 0.7472 0.829
C -0.7770 0.3106 -1.4794 0.024
C -0.1613 2.3774 -0.1183 0.019
O 1.4977 0.5435 -0.5065 0.045
O 0.9528 -0.7006 1.2072 0.101
H -0.5032 0.5679 2.0333 0.030
H 3.0807 -1.9154 -0.6440 0.004
H 3.1052 -1.7256 1.0798 0.000
H 3.8209 -0.4691 0.2188 0.001
H -1.8186 -2.6480 1.3891 0.035
H -2.0077 -1.7098 -0.2711 0.057
H -2.8209 -1.1169 1.3089 0.059
H -1.7985 0.4836 -1.2907 0.000
H -0.6874 -0.8227 -1.4969 0.000
H -0.3570 0.8230 -2.4307 0.001
H -1.2470 2.5844 -0.0292 0.001
H 0.2015 2.8581 -1.1206 0.002
H 0.3615 2.7420 0.6551 0.001
```

Values from the calculation:
net charge = +1
molecular weight = 129.179 g mol⁻¹
LUMO (alpha / beta) = -0.156 / -0.205 hartree
⟨S²⟩ = 2.01
E_HOMO (alpha / beta) = -11.65 / -16.48 eV
energy relative to the best compared isomer or geometry (same formula, charge and spin) = 0.0 kcal per mole
spin multiplicity = 3


A single C7H13PS molecule. Source: the Open Molecules 2025 dataset; level of theory: ωB97M-V/def2-TZVPD.

Geometry as XYZ:
```
22
Properties=species:S:1:pos:R:3:lowdin_charge:R:1
C -0.4269 2.5119 2.8722 -0.083
C 0.7539 1.7661 2.2620 -0.119
C 0.6816 0.8755 1.2666 -0.227
C -0.4596 0.3689 0.6762 -0.158
C -0.3707 -0.1151 -0.6175 -0.445
C -1.6280 -0.3788 -1.4117 -0.141
P 1.3795 -0.4250 -1.2273 0.616
C 1.9015 -1.7878 -0.0264 -0.392
S 0.9814 -1.8028 -2.8216 0.349
H -0.5621 3.4725 2.4179 0.069
H -0.2282 2.6500 3.8690 0.034
H -1.4055 2.0261 2.6252 0.079
H 1.7040 2.0618 2.6746 0.092
H 1.6632 0.5769 0.7412 0.057
H -1.4444 0.7541 0.9830 0.112
H -2.4821 0.3132 -1.1921 0.089
H -2.1670 -1.2043 -1.0916 0.048
H -1.6046 -0.3836 -2.4961 0.050
H 0.9443 -2.3943 0.2369 0.060
H 2.7421 -2.4211 -0.4862 0.043
H 2.0539 -1.4361 1.0588 0.043
H 2.0865 -1.3754 -3.5445 -0.176
```

Values from the calculation:
molecular weight = 160.222 g mol⁻¹
LUMO = 0.019 hartree
E_HOMO = -7.96 eV
energy relative to the best compared isomer or geometry (same formula, charge and spin) = 50.3 kcal per mole
SMILES = C/C=C\C=C(\C)P(C)S